Entry 1:
{"formula": "C5H8O", "method": "ωB97M-V/def2-TZVPD", "smiles": "CC#CCOC", "total_energy_ev": -7359.6954, "molar_mass_da": 84.1, "species": ["C", "C", "C", "C", "O", "C", "H", "H", "H", "H", "H", "H", "H", "H"], "coordinates": [[0.06961, -0.03160, 2.64033], [0.01046, 0.54753, 1.29942], [-0.00791, 0.97144, 0.17033], [-0.02339, 1.18984, -1.28812], [0.58498, 0.11621, -1.97036], [0.00973, -1.15071, -1.70991], [0.50243, 0.66935, 3.35971], [-0.92656, -0.31931, 2.98716], [0.69461, -0.92974, 2.62201], [0.54654, 2.08346, -1.56285], [-1.06279, 1.34306, -1.62597], [-0.45649, -1.54045, -2.62085], [0.79887, -1.83792, -1.38846], [-0.74010, -1.11116, -0.91243]]}


Entry 2:
{"formula": "C20H25ClN2O4S2", "method": "ωB97M-V/def2-TZVPD", "smiles": "CCOc1ccc(N(CC(=O)NCCSCc2ccc(Cl)cc2)S(C)(=O)=O)cc1", "total_energy_ev": -66509.2065, "molar_mass_da": 457.0, "species": ["C", "C", "O", "C", "C", "C", "C", "N", "C", "C", "O", "N", "C", "C", "S", "C", "C", "C", "C", "C", "Cl", "C", "C", "S", "C", "O", "O", "C", "C", "H", "H", "H", "H", "H", "H", "H", "H", "H", "H", "H", "H", "H", "H", "H", "H", "H", "H", "H", "H", "H", "H", "H", "H", "H"], "coordinates": [[3.38710, 4.65526, -0.05857], [4.55178, 3.67299, -0.14358], [4.24140, 2.52386, -0.90608], [3.44535, 1.55472, -0.38101], [2.98389, 1.49916, 0.92929], [2.20343, 0.43639, 1.35386], [1.84679, -0.57877, 0.47889], [1.03177, -1.64513, 0.91067], [1.22421, -2.97358, 0.36984], [0.52471, -3.19785, -0.98505], [1.13712, -3.54852, -1.97161], [-0.79663, -2.97895, -0.94072], [-1.63239, -3.05673, -2.11339], [-2.42329, -1.77377, -2.33858], [-1.35278, -0.32093, -2.61850], [-1.33575, 0.43764, -0.94722], [-2.71529, 0.79105, -0.50550], [-3.33402, 0.08473, 0.52026], [-4.63062, 0.38624, 0.90054], [-5.31488, 1.39491, 0.24390], [-6.93674, 1.77218, 0.71137], [-4.71688, 2.10707, -0.78452], [-3.42223, 1.79900, -1.15403], [-0.09147, -1.47508, 2.10904], [0.73050, -2.04812, 3.61625], [-0.45371, -0.10205, 2.26049], [-1.15659, -2.40389, 1.82210], [2.30658, -0.52640, -0.83655], [3.09723, 0.52118, -1.25319], [3.08032, 4.94761, -1.05952], [3.69410, 5.54142, 0.49013], [2.53400, 4.20543, 0.44339], [4.90113, 3.39216, 0.85783], [5.38615, 4.13341, -0.68014], [3.22836, 2.26832, 1.64431], [1.84782, 0.42576, 2.37039], [2.29247, -3.16879, 0.23853], [0.80773, -3.68362, 1.08742], [-1.22717, -2.76210, -0.04835], [-2.33498, -3.89394, -2.01678], [-0.96736, -3.24633, -2.96020], [-3.03756, -1.87560, -3.23229], [-3.06332, -1.54419, -1.48674], [-0.85351, -0.24742, -0.25341], [-0.71134, 1.32225, -1.06901], [-2.79322, -0.68971, 1.04376], [-5.10668, -0.16012, 1.69950], [-5.26153, 2.89047, -1.28767], [-2.95095, 2.33835, -1.96218], [0.05269, -1.86977, 4.44108], [0.93197, -3.10585, 3.51410], [1.64609, -1.48691, 3.74480], [2.04981, -1.30151, -1.53871], [3.45638, 0.56407, -2.26860]]}


Entry 3:
{"formula": "C43H86Br2F5N2O14", "method": "ωB97M-V/def2-TZVPD", "total_charge": 1, "total_energy_ev": -231293.4540, "molar_mass_da": 1110.0, "species": ["C", "C", "O", "C", "C", "O", "N", "C", "C", "C", "C", "C", "C", "F", "Br", "C", "F", "F", "Br", "C", "C", "C", "O", "C", "C", "O", "C", "N", "C", "O", "F", "C", "O", "F", "H", "H", "H", "H", "H", "H", "H", "H", "H", "H", "H", "H", "H", "H", "H", "H", "H", "H", "H", "H", "H", "H", "C", "C", "C", "O", "H", "H", "H", "H", "H", "H", "H", "H", "C", "C", "C", "O", "H", "H", "H", "H", "H", "H", "H", "H", "C", "C", "C", "O", "H", "H", "H", "H", "H", "H", "H", "H", "C", "C", "C", "O", "H", "H", "H", "H", "H", "H", "H", "H", "C", "C", "C", "O", "H", "H", "H", "H", "H", "H", "H", "H", "C", "C", "C", "O", "H", "H", "H", "H", "H", "H", "H", "H", "C", "C", "C", "O", "H", "H", "H", "H", "H", "H", "H", "H", "C", "C", "C", "O", "H", "H", "H", "H", "H", "H", "H", "H"], "coordinates": [[2.78481, 1.48122, 2.07449], [1.24416, 1.55324, 1.97082], [0.74352, 2.83199, 2.32268], [-0.61138, 2.96821, 1.93127], [-1.49738, 2.40405, 3.07440], [-2.72286, 1.75354, 2.65723], [-2.49882, 0.78999, 1.72255], [-1.66637, -0.18277, 2.04926], [-1.37413, -1.18894, 1.18611], [-1.98694, -1.23366, -0.06704], [-1.72067, -2.36221, -1.05613], [-0.43673, -3.16049, -0.71839], [-0.64573, -4.59843, -0.17981], [-0.36677, -5.54400, -1.09144], [0.74213, -4.81776, 1.23192], [-2.03471, -4.87246, 0.48913], [-2.41728, -3.89689, 1.31243], [-2.95363, -5.15953, -0.43807], [-1.95822, -6.51225, 1.59896], [-2.88428, -0.18602, -0.36935], [-3.60589, -0.20312, -1.72422], [-2.99219, 0.92013, -2.58837], [-1.83795, 0.42991, -3.31959], [-0.81469, 1.35013, -3.15506], [0.48574, 0.91957, -2.47198], [-0.89501, 2.47809, -3.55777], [-3.12690, 0.83132, 0.53567], [-4.06214, 1.83990, 0.15911], [-3.55039, 3.19562, 0.25504], [-3.11647, 3.74309, -0.71019], [-3.59457, 3.86390, 1.40760], [-5.35943, 1.67017, 0.78260], [-5.64053, 1.82088, 1.92393], [-6.30225, 1.33501, -0.10124], [3.26460, 2.42165, 1.78646], [3.16138, 0.65564, 1.45448], [3.03222, 1.20482, 3.10700], [1.00727, 1.26317, 0.92760], [0.88016, 0.80364, 2.68736], [-0.77039, 4.03831, 1.75860], [-0.70319, 2.44480, 0.96129], [-1.81481, 3.26266, 3.67792], [-0.89116, 1.79069, 3.75713], [-1.19111, -0.20475, 3.02699], [-0.68389, -1.98143, 1.46171], [-1.53342, -1.84993, -2.01449], [-2.62230, -2.96480, -1.21442], [0.12706, -3.26923, -1.65589], [0.24127, -2.63735, -0.04396], [-4.65232, 0.04418, -1.50174], [-3.58663, -1.18936, -2.18900], [-2.61220, 1.67982, -1.90022], [-3.73123, 1.34960, -3.27379], [0.43370, -0.08299, -2.02941], [0.79339, 1.66979, -1.73530], [1.25136, 0.91117, -3.25879], [-1.89853, 2.89452, -6.83454], [-0.60769, 2.97511, -7.63064], [-0.25749, 4.41652, -7.96687], [-0.74215, 2.21975, -8.83317], [-2.73312, 3.29933, -7.41105], [-2.14430, 1.85483, -6.60777], [-1.82041, 3.44674, -5.89593], [0.20703, 2.52420, -7.06059], [-1.04229, 4.87173, -8.57756], [0.66534, 4.46065, -8.54714], [-0.12992, 5.01419, -7.06207], [-1.46134, 2.60848, -9.34351], [0.68777, 6.31911, -1.34889], [1.24598, 5.86512, -2.68852], [0.53563, 6.55273, -3.84452], [1.10224, 4.45066, -2.81447], [-0.37520, 6.06897, -1.26388], [1.20089, 5.81139, -0.52913], [0.80311, 7.39664, -1.21864], [2.31387, 6.08284, -2.73134], [-0.53112, 6.30886, -3.84363], [0.94045, 6.21164, -4.79840], [0.64402, 7.63733, -3.78729], [0.16207, 4.23970, -2.78006], [0.15504, -1.20651, 6.08644], [1.39506, -0.81804, 5.30060], [2.64169, -0.89934, 6.16297], [1.24968, 0.51502, 4.78845], [-0.00037, -0.53160, 6.93285], [-0.73860, -1.13785, 5.45846], [0.23754, -2.22681, 6.46509], [1.50250, -1.47825, 4.43656], [2.57174, -0.21037, 7.00941], [3.52413, -0.61198, 5.58897], [2.78794, -1.90961, 6.54708], [1.15498, 1.11812, 5.53475], [5.72645, -4.38382, 1.93337], [5.00814, -3.38887, 2.83097], [4.41006, -4.07392, 4.05071], [3.97264, -2.73603, 2.09240], [5.03113, -5.14396, 1.56460], [6.14198, -3.88033, 1.05960], [6.53687, -4.88361, 2.46573], [5.70610, -2.61415, 3.15117], [3.67204, -4.82436, 3.75004], [3.89042, -3.35017, 4.68130], [5.18078, -4.56477, 4.64662], [3.34944, -3.41048, 1.80384], [4.94456, 10.20252, -0.80420], [4.26348, 9.21715, -1.74101], [3.04359, 9.83835, -2.40422], [3.87224, 8.05270, -1.01202], [4.26488, 10.50717, -0.00315], [5.81167, 9.74174, -0.32943], [5.27311, 11.09497, -1.33904], [4.96968, 8.89010, -2.50540], [2.30290, 10.13131, -1.65404], [2.56027, 9.11814, -3.06695], [3.31503, 10.72001, -2.98670], [3.24774, 8.32580, -0.33158], [-1.12013, -5.62176, 7.03489], [-0.09087, -5.37203, 5.94375], [0.34033, -6.67280, 5.28499], [1.05065, -4.71389, 6.50040], [-0.70312, -6.25731, 7.82029], [-1.41505, -4.68225, 7.50645], [-2.01213, -6.10563, 6.63398], [-0.50960, -4.69840, 5.19136], [0.80443, -7.34436, 6.01642], [1.08504, -6.47939, 4.50843], [-0.51015, -7.18759, 4.83263], [1.43175, -5.29578, 7.16671], [-5.67161, 2.90661, -11.12283], [-4.49520, 2.11001, -10.58082], [-4.71637, 0.61486, -10.74557], [-4.30316, 2.41703, -9.19730], [-6.58883, 2.65742, -10.58172], [-5.50321, 3.97624, -10.99044], [-5.82921, 2.70734, -12.18379], [-3.58215, 2.40495, -11.10133], [-5.60315, 0.29251, -10.19216], [-3.86882, 0.05667, -10.34515], [-4.84569, 0.34727, -11.79527], [-5.10224, 2.16196, -8.72444], [1.12178, -11.49698, 7.55323], [1.14049, -10.45087, 6.45027], [2.34725, -10.62671, 5.54153], [1.16167, -9.14247, 7.02862], [2.01179, -11.41083, 8.18281], [0.25667, -11.35378, 8.20193], [1.08473, -12.50606, 7.14049], [0.22447, -10.52237, 5.86170], [3.27658, -10.51249, 6.10659], [2.35269, -9.86467, 4.76016], [2.34667, -11.61006, 5.06933], [1.96662, -9.06515, 7.55317]]}


Entry 4:
{"formula": "C36H41BrFN8O12V", "method": "ωB97M-V/def2-TZVPD", "total_charge": 1, "s_squared": 0.759, "spin_multiplicity": 2, "total_energy_ev": -172928.2010, "molar_mass_da": 927.6, "species": ["V", "C", "N", "C", "C", "O", "C", "O", "C", "C", "O", "N", "C", "C", "H", "H", "H", "H", "H", "H", "H", "H", "H", "H", "H", "H", "H", "H", "H", "H", "O", "C", "O", "C", "C", "C", "N", "C", "C", "C", "O", "O", "H", "H", "H", "C", "C", "N", "C", "C", "C", "O", "C", "C", "C", "C", "N", "C", "H", "H", "H", "H", "H", "H", "H", "H", "H", "H", "H", "H", "H", "H", "F", "C", "C", "N", "C", "C", "O", "O", "C", "O", "N", "C", "O", "H", "H", "H", "H", "Br", "C", "C", "C", "C", "C", "N", "H", "H", "H", "H"], "coordinates": [[0.23047, -0.24231, -0.82774], [1.58148, -0.14915, 3.98437], [2.46095, 0.74264, 3.22827], [3.58811, 1.31235, 3.96580], [2.21252, 1.00411, 1.93505], [1.28622, 0.46010, 1.32480], [3.14993, 2.02129, 1.27814], [2.77192, 2.42856, -0.00811], [1.70300, 3.33623, -0.11712], [0.55828, 2.74309, -0.96523], [0.73499, 1.42896, -1.13027], [-1.14362, 3.76227, -1.59711], [-0.21573, 5.61680, -3.50925], [-2.50208, 3.43665, -2.02813], [1.38965, 0.28655, 4.96415], [2.03844, -1.13236, 4.11838], [0.64278, -0.26350, 3.45675], [3.32339, 2.25766, 4.44393], [4.45286, 1.46840, 3.32607], [3.88005, 0.60832, 4.74190], [4.12573, 1.54971, 1.15718], [3.27634, 2.88068, 1.94039], [2.10181, 4.25021, -0.56674], [1.26789, 3.59236, 0.85167], [0.32940, 6.52256, -3.75583], [-1.08419, 5.85494, -2.90460], [-0.50959, 5.10157, -4.41778], [-2.82151, 2.46590, -1.64543], [-2.53698, 3.43240, -3.11938], [-3.19165, 4.18880, -1.65370], [-6.30751, -2.68053, -2.02703], [-5.38693, -2.95395, -2.81667], [-5.29685, -3.61157, -3.86670], [-3.99760, -2.39174, -2.33568], [-2.80503, -2.88964, -2.85135], [-1.59769, -2.36771, -2.42863], [-1.54335, -1.37739, -1.52454], [-2.69723, -0.90105, -1.02473], [-3.93299, -1.37268, -1.38982], [-2.47080, 0.18941, -0.04700], [-3.32834, 0.83825, 0.46690], [-1.14828, 0.36412, 0.16114], [-2.84796, -3.67310, -3.59866], [-0.65614, -2.71796, -2.83185], [-4.84182, -0.97784, -0.95018], [-3.52995, -1.09044, 3.04961], [-3.23775, -2.56184, 2.78151], [-2.29266, -3.14486, 3.74157], [-2.76328, -3.36369, 5.11915], [-2.22165, -2.35187, 6.12257], [-1.02799, -3.50306, 3.46907], [-0.25346, -3.98139, 4.29057], [-0.48476, -3.32938, 2.07183], [0.00876, -4.46220, 1.43124], [0.64270, -4.32968, 0.20766], [0.76800, -3.07167, -0.33476], [0.28488, -1.97359, 0.27521], [-0.32472, -2.10857, 1.46355], [-4.16467, -0.68018, 2.26381], [-2.60348, -0.50825, 3.07957], [-4.04260, -0.96233, 4.00419], [-2.84935, -2.69811, 1.77353], [-4.16191, -3.13741, 2.83489], [-2.46453, -4.36665, 5.41800], [-3.85094, -3.32704, 5.08708], [-1.13850, -2.43813, 6.19695], [-2.64890, -2.54851, 7.10753], [-2.47969, -1.33046, 5.83621], [-0.10540, -5.43127, 1.90070], [1.03910, -5.18687, -0.31943], [1.27275, -2.91988, -1.28147], [-0.68159, -1.19541, 1.91899], [2.83152, 3.64530, -5.47062], [1.91304, 3.67426, -4.49966], [0.92500, 2.75498, -4.47393], [-0.00389, 2.60380, -3.49382], [-0.76172, 1.32611, -3.48507], [0.19465, 0.12343, -3.66875], [0.59255, -0.11770, -4.77404], [0.54574, -0.56603, -2.58817], [0.05111, 3.43294, -2.31137], [-0.72307, 3.08399, -0.39666], [0.70424, 4.73093, -2.71231], [2.06292, 4.63891, -3.46994], [2.90857, 5.39342, -3.12536], [0.89717, 2.01070, -5.26375], [-1.43923, 1.29708, -4.33424], [-1.33800, 1.26733, -2.57233], [0.91714, 5.22526, -1.84842], [3.40361, 1.01971, -3.11778], [3.84187, -0.27267, -1.81005], [5.14113, -0.75843, -1.86074], [5.54036, -1.67655, -0.90915], [4.63901, -2.05730, 0.07115], [3.36757, -1.52557, 0.02854], [2.94174, -0.65657, -0.90861], [5.81340, -0.41764, -2.63481], [6.54462, -2.08176, -0.92882], [4.91229, -2.75541, 0.85150], [2.64592, -1.78226, 0.79223]]}